# C33H37N5SeSiSn

C33H37N5SeSiSn as an isolated structure (ωB97M-V/def2-TZVPD, the Open Molecules 2025 dataset).

Structure (XYZ):
```
78
Properties=species:S:1:pos:R:3:forces:R:3:lowdin_charge:R:1
Sn 0.770625 0.703692 -0.130182 -0.010 0.132 -0.046 1.008
C -2.933678 -0.796670 -0.211709 -0.008 -0.054 0.011 -0.173
C -2.233030 -0.365568 -1.513084 -0.002 -0.068 -0.056 -0.146
C -1.174074 -1.360750 -1.889443 0.022 0.069 0.120 -0.282
C -1.400273 -2.299983 -2.887673 -0.038 -0.072 0.050 -0.006
C -0.473711 -3.303417 -3.107121 0.015 0.006 0.019 -0.045
C 0.656593 -3.357412 -2.307341 -0.025 -0.018 -0.020 -0.041
C 0.835122 -2.365664 -1.363356 -0.014 0.009 -0.004 -0.129
N -0.041481 -1.376422 -1.170132 0.055 0.012 -0.121 0.018
N -2.311142 -0.291467 1.004785 0.031 -0.040 -0.049 -0.163
C -2.753747 1.070926 1.267991 -0.047 0.039 -0.002 -0.142
C -1.895186 1.895361 2.204691 0.002 -0.053 0.020 -0.282
C -1.488142 3.168937 1.816915 0.053 0.023 -0.092 -0.039
C -0.732975 3.935989 2.683393 -0.002 0.006 0.005 -0.058
C -0.404346 3.412057 3.924122 -0.006 -0.012 -0.006 -0.067
C -0.862585 2.142980 4.231211 -0.014 -0.011 -0.004 -0.154
N -1.593188 1.398277 3.402620 -0.038 0.003 0.060 0.108
C -2.510673 -1.226053 2.108495 -0.011 0.073 -0.091 -0.140
C -1.531746 -2.369285 2.022030 0.044 -0.042 0.032 -0.265
C -1.956983 -3.689612 1.943974 0.010 -0.010 -0.059 -0.027
C -1.011070 -4.702534 1.885201 -0.010 -0.008 -0.005 -0.068
C 0.329734 -4.363480 1.917806 0.006 0.022 0.003 -0.065
C 0.660404 -3.016851 2.007017 -0.009 -0.010 -0.022 -0.146
N -0.237216 -2.040642 2.050328 -0.037 -0.039 0.058 0.131
H -2.909670 -1.888083 -0.165362 -0.047 -0.007 -0.014 0.120
H -3.999573 -0.514937 -0.255774 0.033 0.042 0.027 0.127
H -1.789272 0.628816 -1.431612 -0.044 -0.026 0.071 0.025
H -2.977422 -0.320982 -2.310701 0.065 0.009 -0.028 0.114
H -2.307340 -2.241726 -3.474239 0.004 0.011 -0.003 0.117
H -0.636907 -4.037322 -3.885840 0.006 -0.003 0.001 0.111
H 1.404168 -4.129005 -2.424715 -0.010 -0.005 -0.004 0.109
H 1.726767 -2.341542 -0.750670 -0.009 0.018 -0.010 0.106
H -3.794513 1.085148 1.638868 0.003 -0.019 0.037 0.138
H -2.765949 1.590273 0.308434 -0.018 0.028 0.041 0.092
H -1.735180 3.538045 0.830295 -0.011 -0.025 0.012 0.094
H -0.397002 4.921900 2.388689 0.004 -0.003 0.008 0.110
H 0.188598 3.967864 4.637584 -0.005 0.002 -0.006 0.101
H -0.637225 1.697954 5.195359 0.001 -0.005 -0.005 0.106
H -3.540999 -1.618302 2.115967 -0.003 0.005 0.045 0.124
H -2.340063 -0.703439 3.046399 0.020 0.058 -0.015 0.105
H -3.015858 -3.915142 1.921303 0.003 0.004 0.007 0.110
H -1.319256 -5.738163 1.815561 0.003 0.002 -0.001 0.106
H 1.105156 -5.116496 1.877680 0.001 0.004 0.003 0.102
H 1.701789 -2.706431 2.044399 -0.027 -0.012 -0.011 0.101
C 2.800293 -0.051392 4.218008 0.012 0.013 0.010 -0.055
C 4.138085 -0.215686 3.885092 0.001 0.000 -0.007 -0.060
C 4.503665 -0.322528 2.556011 0.007 0.016 0.012 -0.011
C 3.514068 -0.270525 1.571872 -0.004 0.043 0.009 -0.242
N 2.235399 -0.097298 1.908985 0.038 -0.106 0.024 -0.009
C 1.882443 0.011575 3.186303 -0.025 -0.003 -0.036 -0.149
C 3.782532 -0.398838 0.113077 -0.014 -0.004 0.003 -0.212
C 5.010312 -0.912567 -0.312102 -0.005 -0.010 -0.002 -0.049
C 5.280738 -1.073394 -1.659045 0.003 -0.004 0.007 -0.088
C 4.317474 -0.716706 -2.590866 -0.004 0.006 -0.007 -0.083
C 3.097664 -0.209326 -2.166086 0.012 0.009 0.017 -0.181
C 2.788880 -0.037205 -0.814401 0.025 0.013 0.053 -0.305
H 2.479376 0.031443 5.247217 -0.006 0.000 -0.005 0.102
H 4.894564 -0.254752 4.658747 0.002 -0.001 -0.002 0.107
H 5.544343 -0.429343 2.289019 0.004 0.005 -0.004 0.102
H 0.820482 0.132802 3.364233 0.005 -0.003 0.014 0.085
H 5.759138 -1.212566 0.409624 0.002 -0.004 -0.001 0.096
H 6.233213 -1.478835 -1.976480 -0.002 0.002 -0.001 0.100
H 4.513746 -0.834525 -3.649851 -0.002 0.000 0.000 0.102
H 2.362731 0.057529 -2.915649 -0.005 0.000 -0.018 0.012
C -2.018111 1.951018 -4.748558 -0.020 -0.016 -0.017 -0.234
Si -1.275816 2.996499 -3.375325 0.057 -0.067 -0.012 0.059
C -0.804981 4.673528 -4.068875 0.007 0.000 -0.029 -0.242
C -2.656462 3.307565 -2.132440 -0.001 0.000 0.092 -0.216
Se 0.595985 1.987460 -2.634742 -0.053 0.065 -0.026 0.246
H -2.905662 2.423030 -5.180234 0.005 -0.005 0.005 0.028
H -2.302722 0.966990 -4.366301 0.006 0.016 -0.020 0.005
H -1.286564 1.795426 -5.543635 -0.007 -0.003 0.005 0.026
H -1.628607 5.104925 -4.645196 0.002 0.006 0.015 0.027
H 0.066137 4.588663 -4.720341 -0.012 0.002 -0.008 0.022
H -0.550848 5.364628 -3.262537 0.013 -0.010 -0.004 0.025
H -3.458666 3.868935 -2.621040 0.018 -0.006 -0.021 0.034
H -2.305213 3.907339 -1.290373 0.007 -0.017 0.000 0.012
H -3.095120 2.385323 -1.746248 0.003 0.031 -0.005 0.002
```
Positions in Å, forces in eV/Å.

Calculated values
- highest occupied orbital energy (eV) = -6.6
- largest force on an atom (eV/A) = 0.1
- gap between HOMO and LUMO (eV) = 7.0